# 1
The following is a quantum chemistry calculation of one molecule with the formula C3H5NO3 in a non-equilibrium geometry, from the Open Molecules 2025 dataset.

```
12
Properties=species:S:1:pos:R:3
C -0.6315 1.3893 -0.4669
C -0.2820 0.3325 0.1951
C -1.1104 -0.9430 0.0802
O 0.8528 0.1808 1.0374
N 2.0490 -0.1631 0.3397
O 2.9937 -0.3344 1.0100
O 1.9280 -0.1227 -0.8239
H -0.1045 2.3281 -0.5581
H -1.5446 1.1753 -1.1369
H -1.8543 -0.8917 -0.6651
H -0.6231 -1.8450 0.0342
H -1.6731 -1.1060 0.9543
```

Properties
- HOMO level: -10.38 eV
- SMILES string: C=C(C)O[N+](=O)[O-]
- Relative energy (zero: lowest compared OMol25 entry of this formula, charge and spin): 6.368 eV
- Charge: 0

Partial atomic charges computed with the Mulliken method, in multiples of e: atom 1 (C): -0.775, atom 2 (C): 0.756, atom 3 (C): -1.266, atom 4 (O): -0.323, atom 5 (N): 1.081, atom 6 (O): -0.567, atom 7 (O): -0.490, atom 8 (H): 0.314, atom 9 (H): 0.178, atom 10 (H): 0.361, atom 11 (H): 0.371, atom 12 (H): 0.361

---

# 2
The following is a quantum chemistry calculation of C3H5NO3 as an isolated structure in a non-equilibrium geometry, from the Open Molecules 2025 dataset.

```
12
Properties=species:S:1:pos:R:3
C 0.3976 -1.3148 0.5728
C -0.1014 0.0018 0.1768
C 0.7973 1.0392 -0.4614
N -1.4849 0.3332 0.0544
O -2.2340 -0.6370 0.1297
O -1.8183 1.4940 -0.1356
O 0.2215 -1.5427 -0.7401
H 1.3892 -1.2381 0.8993
H -0.1787 -1.9874 1.3685
H 1.1124 0.5807 -1.3040
H 1.6834 1.2845 0.0662
H 0.2159 1.9866 -0.6266
```

Properties
- HOMO level: -10.67 eV
- Relative energy (zero: lowest compared OMol25 entry of this formula, charge and spin): 7.123 eV
- Charge: 0

Partial atomic charges computed with the Mulliken method, in multiples of e: atom 1 (C): -0.484, atom 2 (C): 0.606, atom 3 (C): -1.181, atom 4 (N): 0.936, atom 5 (O): -0.526, atom 6 (O): -0.578, atom 7 (O): -0.437, atom 8 (H): 0.311, atom 9 (H): 0.255, atom 10 (H): 0.411, atom 11 (H): 0.344, atom 12 (H): 0.344

---

# 3
The following is a quantum chemistry calculation of one molecule with the formula C3H5NO3 in a non-equilibrium geometry, from the Open Molecules 2025 dataset.

```
12
Properties=species:S:1:pos:R:3
O -1.3838 -2.1655 -1.4299
C -0.8136 -1.0698 -1.1505
C -0.9096 -0.5832 0.3729
N -0.4104 0.7933 0.4716
C 0.9110 1.1646 0.2939
O 1.3199 2.1540 0.8284
O 1.7675 0.2237 -0.3151
H -0.0894 -0.5360 -1.8194
H -1.9291 -0.6243 0.7604
H -0.3155 -1.2064 1.0754
H -0.8149 1.6546 0.7778
H 2.6679 0.1951 0.1344
```

Properties
- HOMO level: -9.83 eV
- SMILES string: O=CCNC(=O)O
- Relative energy (zero: lowest compared OMol25 entry of this formula, charge and spin): 1.806 eV
- Charge: 0

Partial atomic charges computed with the Mulliken method, in multiples of e: atom 1 (O): -0.488, atom 2 (C): 0.079, atom 3 (C): -0.356, atom 4 (N): -0.200, atom 5 (C): 0.556, atom 6 (O): -0.559, atom 7 (O): -0.471, atom 8 (H): 0.301, atom 9 (H): 0.357, atom 10 (H): 0.236, atom 11 (H): 0.225, atom 12 (H): 0.321

---

# 4
The following is a quantum chemistry calculation of one molecule with the formula C3H5NO3 in a non-equilibrium geometry, from the Open Molecules 2025 dataset.

```
12
Properties=species:S:1:pos:R:3
O 1.5503 1.8258 -0.5541
C 0.6311 1.5162 0.1374
O -0.8162 1.0970 -0.2915
C -0.7127 -0.2612 -0.2602
O -1.4512 -0.9293 -1.1805
C -0.1840 -1.0084 0.8928
N 0.7689 -0.5008 -0.1105
H 0.4198 2.0409 1.0799
H -1.4609 -0.4120 -1.9987
H -0.1185 -0.5457 1.8708
H -0.3040 -2.0842 0.8912
H 1.6774 -0.7383 -0.4765
```

Properties
- HOMO level: -9.47 eV
- SMILES string: O=CO[C@]1(O)CN1
- Relative energy (zero: lowest compared OMol25 entry of this formula, charge and spin): 4.508 eV
- Charge: 0

Partial atomic charges computed with the Mulliken method, in multiples of e: atom 1 (O): -0.484, atom 2 (C): 0.238, atom 3 (O): -0.441, atom 4 (C): 0.709, atom 5 (O): -0.507, atom 6 (C): -0.492, atom 7 (N): -0.441, atom 8 (H): 0.324, atom 9 (H): 0.351, atom 10 (H): 0.233, atom 11 (H): 0.257, atom 12 (H): 0.253

---

# 5
The following is a quantum chemistry calculation of one molecule with the formula C3H5NO3, from the Open Molecules 2025 dataset.

```
12
Properties=species:S:1:pos:R:3
N -0.0660 0.0219 -1.3619
C -1.1068 0.2874 -0.4076
O -0.5936 1.2224 0.5104
C 0.4155 0.4625 1.1713
C 0.3122 -0.9110 0.5109
O 1.0689 -1.8255 0.4211
O -1.1292 -0.9539 0.2481
H -0.1888 -0.8195 -1.9038
H 0.4936 0.7591 -1.7416
H -2.0712 0.6352 -0.7930
H 0.1356 0.2803 2.2138
H 1.3798 0.9693 1.1133
```

Properties
- HOMO level: -10.16 eV
- SMILES string: N[C@@H]1OCC(=O)O1
- Relative energy (zero: lowest compared OMol25 entry of this formula, charge and spin): 2.158 eV
- Charge: 0

Partial atomic charges computed with the Mulliken method, in multiples of e: atom 1 (N): -0.452, atom 2 (C): 0.265, atom 3 (O): -0.422, atom 4 (C): -0.305, atom 5 (C): 0.609, atom 6 (O): -0.544, atom 7 (O): -0.447, atom 8 (H): 0.223, atom 9 (H): 0.185, atom 10 (H): 0.363, atom 11 (H): 0.234, atom 12 (H): 0.292

---

# 6
The following is a quantum chemistry calculation of one molecule with the formula C3H5NO3 in a non-equilibrium geometry, from the Open Molecules 2025 dataset.

```
12
Properties=species:S:1:pos:R:3
O 1.4418 0.8226 2.0437
C 0.2622 0.6968 1.8618
C -0.4191 0.4071 0.5598
N 0.6302 0.1043 -0.4252
C 0.3204 -0.5661 -1.5559
O 0.9911 -0.8372 -2.5152
O -1.0033 -1.0269 -1.4964
H -0.4588 0.8308 2.7103
H -1.1342 -0.3965 0.7798
H -1.0202 1.2710 0.2790
H 1.5308 0.4884 -0.1858
H -1.1408 -1.7943 -2.0559
```

Properties
- HOMO level: -10.33 eV
- SMILES string: O=CCNC(=O)O
- Relative energy (zero: lowest compared OMol25 entry of this formula, charge and spin): 0.966 eV
- Charge: 0

Partial atomic charges computed with the Mulliken method, in multiples of e: atom 1 (O): -0.473, atom 2 (C): 0.045, atom 3 (C): -0.377, atom 4 (N): -0.104, atom 5 (C): 0.554, atom 6 (O): -0.567, atom 7 (O): -0.492, atom 8 (H): 0.319, atom 9 (H): 0.294, atom 10 (H): 0.263, atom 11 (H): 0.218, atom 12 (H): 0.319

---

Which of these has the lowest HOMO level?
number 2

---

What is the charge in the third record?
0

---

Which value of relative energy (zero: lowest compared OMol25 entry of this formula, charge and spin) does entry 1 give?
6.368 eV

---

The lowest HOMO level belongs to which entry?
number 2